Record 1
The following is a DFT calculation (ωB97M-V/def2-TZVPD) of a structure of composition C8H16BrN2O4S4 at a distorted geometry.

The geometry in XYZ format:
```
35
Properties=species:S:1:pos:R:3:forces:R:3:lowdin_charge:R:1
C 1.80780 -2.67670 -0.47279 -0.0723 0.5607 0.0409 -0.084
C 2.60085 -1.38792 -0.73083 -0.3132 -0.9096 0.3323 -0.261
N 1.89177 -0.18189 -0.25645 1.0014 1.1050 -1.0193 -0.171
C 2.71584 0.67671 0.61412 -0.0903 -0.3102 0.7545 -0.256
C 1.89915 1.43482 1.66700 0.0769 -0.1099 -0.2120 -0.092
C 1.15996 0.45340 -1.24308 -0.4003 -0.3877 0.2968 -1.052
S 0.39330 -0.34275 -2.43575 0.0441 -0.2402 -0.3557 0.746
S 1.07318 2.24894 -1.28600 0.2601 0.3319 0.2013 0.867
C -0.44531 2.64188 -0.37479 -0.2547 -0.3583 0.2185 -0.467
C -1.69866 1.87539 -0.79590 -0.0704 0.3411 -0.0105 -0.286
C -1.96915 0.74011 0.17435 -0.0006 0.1002 0.0602 -0.285
S -3.55664 0.00015 -0.16134 -0.2335 0.5174 0.5029 0.487
O -3.65670 -0.24430 -1.57018 0.1599 -0.3940 -0.4219 -0.313
O -4.51929 0.92633 0.38079 -0.2057 0.1283 0.1795 -0.342
N -3.64014 -1.31693 0.76812 0.4072 -0.2030 -0.4358 -0.373
S -2.59160 -2.45439 0.51518 -0.8574 0.0976 -0.3171 0.148
O -3.19596 -3.74357 0.58781 -0.0454 -0.3768 0.2712 -0.368
O -1.62978 -2.21988 -0.51835 0.2899 0.0611 -0.2838 -0.417
Br -1.32751 -2.34418 2.37637 0.3526 0.0029 0.5283 0.316
H 2.00496 -3.42137 -1.23821 0.1318 -0.1468 -0.0025 0.072
H 0.74737 -2.44868 -0.49884 -0.1267 -0.1267 -0.0308 0.022
H 2.04913 -3.06130 0.51524 -0.0357 -0.1958 0.0517 0.067
H 2.84256 -1.29158 -1.78763 -0.1790 0.1590 -0.1415 0.088
H 3.54606 -1.46462 -0.19902 0.0846 0.2206 0.0819 0.100
H 3.38383 0.00840 1.15070 0.0422 -0.1432 -0.0795 0.102
H 3.35178 1.34946 0.04093 -0.0639 0.1051 -0.1817 0.098
H 0.84321 1.22515 1.52455 0.0006 -0.0096 0.1121 0.050
H 2.06580 2.50490 1.58378 -0.1067 0.1125 0.0610 0.067
H 2.15327 1.10592 2.67072 0.0731 -0.0027 0.1162 0.070
H -0.56094 3.71628 -0.48895 0.0726 0.1115 -0.2354 0.071
H -0.28443 2.45844 0.68464 0.0920 0.2246 0.0178 0.044
H -1.63086 1.53315 -1.82436 0.0311 -0.1634 -0.0336 0.077
H -2.54855 2.55666 -0.74674 -0.0788 0.0641 -0.0294 0.113
H -2.08801 1.15806 1.17289 0.0145 -0.0943 0.1690 0.106
H -1.18630 -0.01412 0.20200 0.0002 -0.0714 -0.2055 0.054
```
Forces are in eV/Å.

Summary:
charge: -1


Record 2
The following is a DFT calculation (ωB97M-V/def2-TZVPD) of a structure of composition C29H57CaO10 at a distorted geometry.

The geometry in XYZ format:
```
97
Properties=species:S:1:pos:R:3:forces:R:3:lowdin_charge:R:1
Ca 1.21800 0.47273 -2.08539 -2.0786 -0.7885 1.0343 1.625
O -1.78003 -1.50110 0.12776 -1.2391 -0.9283 1.7909 0.163
C -0.87849 -0.75113 -0.37240 3.7546 1.5943 -2.6659 -0.854
O 0.29119 -0.69963 0.04527 1.2888 -0.8448 1.3533 -0.069
O -1.09078 -0.11221 -1.44628 -1.2003 0.8896 -1.5267 -0.124
H -2.59348 -1.11548 -0.20570 -1.3876 -0.3025 -0.5647 0.085
C 1.65149 3.99828 0.51800 -0.4036 1.6509 1.0527 -0.171
C 0.34515 4.18421 -0.24277 0.0675 0.6182 1.1504 -0.136
C -0.13342 2.72649 -0.32819 0.0500 3.1972 -1.5101 -0.165
O 1.11365 2.03508 -0.37218 0.1499 -2.1630 -0.6178 -0.293
C 2.25869 2.86204 -0.13695 1.0013 -0.3084 -0.2730 -0.214
H 1.47142 3.60957 1.52029 -0.1527 0.7839 0.4363 0.125
H 2.28072 4.88712 0.47186 -0.0507 -0.0254 0.4980 0.138
H 0.61542 4.74856 -1.13528 -0.4165 -0.4980 -0.5806 0.112
H -0.37818 4.78932 0.30380 0.0803 0.0823 0.0073 0.123
H -0.67365 2.65482 -1.27218 0.0374 -0.8380 -0.0282 0.097
H -0.86641 2.62558 0.47222 0.7316 -1.2346 0.4421 0.144
H 2.81412 3.15746 -1.02708 -0.4038 -0.1467 -0.8403 0.126
H 3.02311 2.39793 0.48623 -0.4046 -0.7043 0.1975 0.125
C 2.20984 1.40627 3.75013 -0.4565 -0.2059 1.1704 -0.162
C 3.52653 2.18070 3.95806 -0.7908 -0.0783 1.0182 -0.169
C 4.58418 1.25138 3.47412 -1.6104 -0.0282 -1.5487 -0.160
O 3.83976 0.69939 2.31856 1.2956 -0.3403 -0.8305 -0.186
C 2.43478 0.48538 2.59085 1.4673 0.3548 -0.1127 -0.193
H 1.40795 2.13909 3.66044 -0.2854 -0.4007 -0.0936 0.107
H 1.98032 0.70846 4.55542 -0.0661 0.6631 0.6867 0.115
H 3.59570 2.37124 5.02905 0.2245 0.7157 -0.1209 0.117
H 3.47136 3.06411 3.32195 0.2683 0.2649 0.3778 0.108
H 4.87579 0.54784 4.25393 -0.1428 -0.5621 -0.2251 0.116
H 5.47934 1.72092 3.06630 -0.1134 -0.0569 -0.0247 0.124
H 2.35219 -0.58375 2.78641 -0.4771 0.0771 0.3646 0.099
H 1.75937 0.72052 1.76827 0.5840 -0.0154 -0.5807 0.094
C -6.71894 -1.47318 -0.35006 0.1068 2.1386 0.8525 -0.119
C -6.05006 -2.51562 0.60069 -2.1415 -0.7171 -0.4281 -0.158
C -4.62503 -2.36275 0.29755 2.2732 1.2189 -0.9977 -0.180
O -4.50500 -1.27541 -0.69859 1.9145 -0.5482 0.4393 -0.193
C -5.59354 -0.39925 -0.56887 -0.4141 -2.1947 -0.3545 -0.194
H -7.45717 -0.78768 0.06614 -1.0225 -1.0588 0.2809 0.104
H -7.04335 -1.95011 -1.27493 0.0351 0.3252 0.0564 0.113
H -6.35205 -3.52511 0.32173 -0.1807 0.0230 -0.4544 0.110
H -6.34417 -2.55406 1.64956 0.2263 1.0012 0.0937 0.116
H -4.15283 -3.21520 -0.19076 -0.1394 -0.0723 0.0797 0.131
H -3.97402 -2.07508 1.12310 -0.2436 -0.1101 0.3895 0.104
H -5.64257 0.19448 -1.48166 -0.2584 -0.1188 0.0033 0.122
H -5.48691 0.26973 0.28506 -0.0907 0.0348 0.2712 0.118
C 0.13800 -2.57025 -5.23161 -0.8940 -0.4183 0.1973 -0.136
C 1.00086 -1.71505 -6.12374 2.1225 0.7583 0.5375 -0.131
C 1.95579 -0.98917 -5.10789 0.1644 -0.9814 -0.4280 -0.137
O 1.25870 -1.08691 -3.83076 0.9915 2.2015 -0.1955 -0.325
C 0.56058 -2.30014 -3.77651 -0.6679 -1.0128 -0.2795 -0.181
H 0.25644 -3.61954 -5.50191 -0.2515 0.0371 0.1764 0.121
H -0.90403 -2.27200 -5.34698 -0.0517 -0.2912 -0.0249 0.118
H 0.51833 -0.94288 -6.72292 -0.3862 -0.2410 0.1850 0.110
H 1.60837 -2.31164 -6.80426 -0.0804 0.0104 -0.0299 0.117
H 2.25698 -0.01601 -5.49563 -0.9341 0.7520 0.7855 0.115
H 2.94585 -1.40181 -4.91397 -0.0964 -0.9502 -0.3899 0.121
H -0.28163 -2.17704 -3.09561 -0.1311 0.1883 -0.1153 0.124
H 1.17158 -3.08705 -3.33431 0.3410 -0.0916 -0.2680 0.131
C -2.60862 -1.15160 4.67391 -0.4957 -1.2661 1.9264 -0.187
C -1.65098 -1.61669 3.61733 -0.2741 -0.9155 -0.2369 -0.184
C -1.38287 -0.28900 3.02505 1.9828 1.0783 -0.2190 -0.185
O -1.20513 0.62644 4.18146 -0.6937 -0.3337 -0.6552 -0.127
C -1.88967 0.04868 5.28693 -1.0133 -1.0438 0.1954 -0.209
H -2.78338 -1.94014 5.40586 0.1515 -0.0098 0.3418 0.114
H -3.62281 -0.97079 4.31779 0.1719 0.5315 -0.4986 0.114
H -2.07769 -2.38879 2.97712 -0.2348 0.4229 -0.4429 0.113
H -0.75449 -2.11235 3.98979 0.1285 0.3792 0.5082 0.123
H -2.16778 -0.04316 2.30981 -0.3459 0.6566 0.3677 0.112
H -0.43162 -0.19174 2.50182 -0.0664 -0.1813 -0.1952 0.098
H -2.57292 0.67508 5.86043 -0.1771 0.7781 -0.7390 0.114
H -1.25863 -0.31525 6.09776 0.9035 -0.0518 -0.3588 0.113
C 3.77481 -3.23212 3.12832 0.2062 1.2202 -0.6580 -0.170
C 2.89251 -3.77615 2.04716 -0.8904 -0.1782 0.1243 -0.177
C 2.82740 -2.65238 1.00308 0.4858 -0.5877 0.1738 -0.204
O 4.06869 -1.92599 1.08919 0.3634 -1.1659 1.2767 -0.148
C 4.74193 -2.33322 2.35172 0.0422 0.4708 -0.3663 -0.158
H 4.24114 -4.00729 3.73640 -0.0494 0.3533 0.1632 0.121
H 3.14971 -2.51855 3.66513 0.1006 -0.3737 0.8058 0.102
H 1.91013 -3.93762 2.49096 -0.1824 -0.3264 -0.3079 0.110
H 3.27787 -4.73175 1.69159 -0.0533 0.1291 -0.4228 0.114
H 1.99144 -1.96700 1.14287 -0.0458 -0.0806 0.1664 0.078
H 2.70583 -3.12324 0.02758 0.2066 0.2570 -0.3674 0.107
H 4.96676 -1.44132 2.93659 -0.1231 0.1904 -0.2710 0.087
H 5.70993 -2.80029 2.17026 -0.0969 -0.2257 -0.5503 0.113
C -1.85762 3.06754 -4.07039 -0.9324 -0.4684 -1.9280 -0.128
C -0.67972 3.80446 -4.67869 0.4045 0.3905 0.5424 -0.143
C 0.48971 2.97923 -4.14494 0.0221 -0.1105 -0.7298 -0.190
O -0.07344 1.71452 -3.82880 1.8181 -1.1049 1.1124 -0.298
C -1.38381 1.62535 -4.34385 -0.5770 -0.1479 2.0080 -0.161
H -2.80746 3.21951 -4.58304 0.0564 0.3701 -0.1558 0.121
H -2.02526 3.37902 -3.03938 0.2329 -0.7384 0.1969 0.117
H -0.58270 4.83771 -4.34540 -0.1444 0.0556 -0.3971 0.123
H -0.65838 3.69281 -5.76275 -0.2782 0.4461 0.0272 0.123
H 0.95560 3.36389 -3.23771 0.1340 0.2593 -0.0325 0.109
H 1.20315 2.80699 -4.95082 0.4790 0.3054 0.2019 0.123
H -1.87645 0.87118 -3.73014 -0.1830 0.0256 -0.0242 0.120
H -1.30120 1.23200 -5.35704 -0.5450 0.6860 -0.4007 0.133
```
Forces are in eV/Å.

Summary:
charge: +1


| no. | gap between HOMO and LUMO (eV) | HOMO energy (eV) |
| --- | --- | --- |
| 1 | 7.958 | -5.50 |
| 2 | 7.938 | -10.90 |